Entry 1:
106
Properties=species:S:1:pos:R:3:lowdin_charge:R:1 method="wB97M-V/def2-TZVPD" charge=+1 e_above_lowest_kcal_mol=17.3 spin_multiplicity=3 gap_ev="5.99 / 4.47" mol_weight_g_mol=979.69 homo_ev="-10.2 / -10.2"
Co 0.591 -0.137 -1.008 0.37
C 2.167 -2.023 5.321 -0.03
C 2.563 -3.146 4.346 -0.55
C 3.968 -3.628 4.720 -0.06
C 1.584 -4.325 4.490 -0.03
C 2.485 -2.629 2.917 -0.10
C 1.316 -2.019 2.481 0.05
C 1.248 -1.519 1.197 -0.13
N 0.229 -0.818 0.632 0.03
C -1.050 -0.554 1.052 -0.12
C -1.767 -1.092 2.089 0.05
C -3.023 -0.563 2.403 -0.09
C -3.556 0.510 1.631 0.07
C -2.925 1.056 0.548 -0.05
C -1.653 0.474 0.213 -0.19
O -0.962 0.818 -0.805 -0.05
C -3.509 2.216 -0.255 -0.52
C -2.518 3.399 -0.232 -0.02
C -3.757 1.765 -1.710 -0.02
C -4.836 2.695 0.333 -0.06
C -3.776 -1.145 3.587 -0.55
C -2.895 -1.025 4.845 -0.03
C -4.074 -2.628 3.303 -0.03
C -5.098 -0.424 3.860 -0.06
C 2.389 -1.612 0.290 -0.22
O 2.243 -1.049 -0.853 -0.12
C 3.589 -2.267 0.732 -0.06
C 3.583 -2.745 2.014 0.06
C 4.836 -2.350 -0.145 -0.53
C 5.287 -0.912 -0.473 -0.03
C 5.993 -3.066 0.548 -0.06
C 4.508 -3.127 -1.430 -0.04
H 2.266 -2.382 6.348 0.09
H 1.134 -1.697 5.181 0.07
H 2.821 -1.155 5.198 0.10
H 3.972 -3.935 5.767 0.09
H 4.710 -2.832 4.606 0.10
H 4.274 -4.491 4.124 0.09
H 1.635 -4.719 5.507 0.09
H 1.841 -5.130 3.796 0.10
H 0.553 -4.020 4.291 0.08
H 0.483 -1.891 3.154 0.10
H -1.375 -1.925 2.654 0.10
H -4.522 0.904 1.904 0.09
H -1.570 3.145 -0.704 0.07
H -2.321 3.713 0.798 0.10
H -2.946 4.246 -0.771 0.10
H -2.846 1.396 -2.175 0.06
H -4.127 2.608 -2.297 0.10
H -4.507 0.969 -1.739 0.10
H -4.717 3.050 1.362 0.09
H -5.596 1.908 0.312 0.09
H -5.207 3.528 -0.266 0.10
H -1.976 -1.611 4.757 0.07
H -3.444 -1.393 5.713 0.09
H -2.623 0.018 5.029 0.10
H -3.158 -3.214 3.197 0.08
H -4.655 -2.737 2.384 0.10
H -4.653 -3.048 4.128 0.09
H -4.941 0.636 4.081 0.09
H -5.577 -0.874 4.731 0.09
H -5.790 -0.513 3.019 0.09
H 4.480 -3.225 2.372 0.09
H 5.567 -0.389 0.448 0.09
H 4.499 -0.346 -0.971 0.06
H 6.158 -0.933 -1.132 0.10
H 6.330 -2.535 1.443 0.09
H 6.837 -3.111 -0.144 0.10
H 5.736 -4.094 0.815 0.09
H 3.590 -2.767 -1.884 0.00
H 4.382 -4.191 -1.211 0.10
H 5.320 -3.016 -2.152 0.10
C 2.564 1.937 0.673 0.00
O 1.745 1.673 -0.469 -0.13
C 1.414 2.732 -1.288 -0.20
C 1.610 4.056 -0.972 -0.05
C 1.168 5.015 -1.878 -0.67
Br 1.468 6.835 -1.482 0.79
C 0.488 4.665 -3.019 -0.05
C 0.261 3.315 -3.316 -0.05
C 0.804 2.365 -2.476 -0.16
O 0.763 1.002 -2.716 -0.09
C -0.600 2.999 -4.472 -0.26
N -0.929 3.884 -5.365 0.19
C -1.796 3.237 -6.232 -0.22
C -2.454 3.715 -7.365 -0.01
C -3.274 2.840 -8.047 -0.08
C -3.447 1.510 -7.625 -0.09
C -2.814 1.021 -6.504 -0.02
C -1.990 1.914 -5.819 -0.20
N -1.219 1.786 -4.684 0.14
H 3.494 2.413 0.366 0.12
H 2.783 0.973 1.125 0.09
H 2.039 2.566 1.391 0.11
H 2.096 4.356 -0.055 0.11
H 0.105 5.409 -3.705 0.12
H 0.751 0.766 -3.656 0.00
H -2.313 4.739 -7.687 0.11
H -3.799 3.180 -8.932 0.10
H -4.091 0.854 -8.199 0.11
H -2.945 -0.004 -6.177 0.11
H -1.166 0.955 -4.121 0.11
Cl -0.247 -1.772 -2.119 0.29
Ge 2.049 -1.901 -4.036 0.35
Cl 3.623 -0.359 -4.053 0.00
Cl 0.639 -0.749 -5.397 0.02

=====

Entry 2:
111
Properties=species:S:1:pos:R:3:lowdin_charge:R:1 method="wB97M-V/def2-TZVPD" charge=+1 spin_multiplicity=2 gap_ev="6.97 / 3.04" mol_weight_g_mol=954.60 homo_ev="-11.0 / -11.0"
C -23.310 17.486 -29.393 0.00
C -22.791 17.507 -28.021 -0.59
O -23.560 17.967 -27.213 0.03
N -21.494 17.244 -27.860 0.03
C -20.747 17.775 -26.734 -0.06
H -23.704 18.444 -29.734 0.10
H -24.182 16.842 -29.514 0.09
H -22.590 17.003 -30.054 0.08
H -20.943 17.103 -28.695 0.14
H -19.699 17.657 -27.012 0.09
H -20.988 17.246 -25.812 0.07
H -20.923 18.844 -26.620 0.08
C -16.280 18.386 -25.199 0.01
C -14.786 18.153 -25.450 -0.56
O -13.883 18.487 -24.678 0.03
N -14.506 17.381 -26.451 -0.02
C -13.242 16.911 -26.859 -0.07
H -16.669 18.471 -24.185 0.07
H -16.827 17.583 -25.693 0.06
H -16.580 19.302 -25.708 0.08
H -15.299 17.014 -26.958 0.13
H -12.664 16.369 -26.111 0.09
H -12.616 17.770 -27.101 0.09
H -13.397 16.298 -27.747 0.09
C -22.193 20.564 -17.109 0.02
C -23.663 20.690 -17.573 -0.57
O -24.079 20.072 -18.507 0.04
N -24.416 21.481 -16.810 0.01
C -25.859 21.608 -16.914 -0.07
H -21.772 19.581 -17.316 0.07
H -22.000 20.809 -16.064 0.08
H -21.616 21.293 -17.679 0.06
H -23.981 22.095 -16.137 0.14
H -26.285 21.244 -17.848 0.08
H -26.173 22.650 -16.864 0.08
H -26.367 21.034 -16.138 0.08
C -20.341 14.517 -22.444 -0.95
Cl -19.152 14.711 -23.747 0.52
Cl -21.427 13.036 -22.824 0.44
H -19.802 14.305 -21.521 -0.02
H -20.932 15.432 -22.403 0.01
C -23.734 21.290 -26.510 -1.03
Cl -23.650 22.990 -27.132 0.50
Cl -24.479 21.151 -24.944 0.59
H -24.261 20.700 -27.259 0.02
H -22.720 20.890 -26.518 0.01
C -17.029 16.763 -20.394 -0.90
Cl -18.627 16.115 -19.739 0.54
Cl -16.963 18.538 -20.572 0.57
H -16.269 16.445 -19.680 0.03
H -16.747 16.230 -21.301 0.03
F -19.658 18.516 -24.248 0.04
C -20.707 18.479 -23.377 -0.30
C -22.001 18.843 -23.755 -0.02
C -22.961 19.024 -22.752 -0.10
C -22.632 18.715 -21.401 -0.06
C -21.342 18.266 -21.091 -0.06
C -20.383 18.138 -22.107 -0.06
H -22.020 19.125 -24.797 0.08
H -23.954 19.413 -22.924 0.05
H -23.288 18.851 -20.554 0.08
H -21.223 18.037 -20.043 0.10
H -19.357 17.867 -21.905 0.07
F -25.680 12.882 -26.040 0.12
C -25.360 13.931 -25.198 -0.09
C -25.413 13.706 -23.732 0.08
C -24.964 14.615 -22.825 -0.02
C -24.636 15.903 -23.319 0.03
C -24.780 16.236 -24.678 0.05
C -25.080 15.233 -25.652 0.07
H -25.748 12.723 -23.436 0.14
H -24.897 14.499 -21.754 0.12
H -24.422 16.779 -22.725 0.09
H -24.448 17.172 -25.102 0.11
H -25.256 15.381 -26.708 0.13
F -30.040 16.377 -21.711 0.02
C -29.305 17.490 -22.175 -0.22
C -27.906 17.326 -22.308 -0.02
C -27.051 18.322 -22.777 -0.07
C -27.603 19.603 -22.941 -0.08
C -28.965 19.800 -22.836 -0.05
C -29.781 18.748 -22.368 -0.02
H -27.574 16.314 -22.132 0.10
H -26.000 18.082 -22.847 0.06
H -26.915 20.382 -23.234 0.08
H -29.397 20.787 -22.922 0.11
H -30.835 18.869 -22.167 0.12
F -20.304 13.308 -17.859 0.06
C -21.182 14.270 -18.201 -0.27
C -21.388 15.200 -17.162 -0.03
C -22.267 16.207 -17.250 -0.07
C -22.983 16.205 -18.436 -0.10
C -22.737 15.393 -19.502 -0.11
C -21.855 14.335 -19.428 -0.02
H -20.882 14.936 -16.246 0.13
H -22.202 16.928 -16.449 0.12
H -23.582 17.103 -18.480 0.10
H -23.254 15.512 -20.443 0.08
H -21.378 13.777 -20.220 0.06
F -22.231 23.646 -19.548 0.05
C -21.121 22.934 -19.929 -0.31
C -20.041 22.894 -19.121 -0.06
C -18.961 22.142 -19.384 -0.07
C -18.980 21.373 -20.541 -0.09
C -20.070 21.403 -21.397 -0.05
C -21.119 22.269 -21.069 -0.02
H -20.079 23.483 -18.216 0.13
H -18.079 22.097 -18.762 0.12
H -18.109 20.779 -20.776 0.03
H -20.101 20.935 -22.370 0.10
H -22.063 22.333 -21.591 0.13

=====

Entry 3:
112
Properties=species:S:1:pos:R:3:lowdin_charge:R:1 method="wB97M-V/def2-TZVPD" charge=+2 e_above_lowest_kcal_mol=16.6 gap_ev=6.36 mol_weight_g_mol=1033.21 homo_ev=-12.9
Ti 0.198 -0.814 -0.548 0.80
C -2.079 -1.083 -6.450 -0.07
C -2.684 -1.076 -5.057 -0.22
N -2.008 -0.144 -4.159 0.01
C -1.004 -0.493 -3.354 -0.73
S -0.317 0.768 -2.332 0.78
N -0.559 -1.720 -3.344 0.00
N 0.373 -1.912 -2.339 -0.12
C 1.308 -2.753 -2.637 -0.25
C 1.405 -3.377 -3.981 0.02
C 2.223 -3.072 -1.528 -0.21
C 3.279 -3.959 -1.634 0.03
C 4.026 -4.252 -0.498 0.00
C 3.682 -3.659 0.700 0.00
C 2.621 -2.765 0.717 -0.14
N 1.912 -2.463 -0.367 0.01
H -2.648 -1.741 -7.104 0.08
H -2.089 -0.086 -6.888 0.08
H -1.049 -1.436 -6.421 0.07
H -3.736 -0.788 -5.082 0.12
H -2.617 -2.063 -4.598 0.10
H -2.211 0.839 -4.248 0.14
H 1.375 -2.599 -4.745 0.10
H 2.299 -3.977 -4.103 0.08
H 0.524 -3.999 -4.152 0.10
H 3.519 -4.425 -2.575 0.12
H 4.857 -4.941 -0.556 0.13
H 4.219 -3.869 1.613 0.13
H 2.331 -2.274 1.637 0.10
O -3.595 1.898 -1.742 0.06
C -3.850 2.155 -0.434 -0.29
C -4.826 3.104 -0.150 0.01
C -5.143 3.397 1.162 -0.05
C -4.514 2.735 2.213 -0.06
C -3.543 1.795 1.929 -0.05
C -3.166 1.526 0.612 -0.15
C -2.207 0.441 0.286 -0.39
O -0.849 0.546 0.516 -0.36
N -2.773 -0.549 -0.282 0.08
N -1.990 -1.593 -0.772 -0.14
C -2.680 -2.677 -0.877 -0.91
S -2.010 -4.036 -1.747 0.96
C -3.223 -5.221 -1.103 -0.48
C -4.554 -4.497 -1.020 -0.48
S -4.287 -2.868 -0.265 1.02
H -2.904 1.223 -1.823 0.04
H -5.328 3.590 -0.974 0.13
H -5.908 4.133 1.369 0.12
H -4.798 2.936 3.235 0.11
H -3.087 1.238 2.736 0.11
H -2.903 -5.583 -0.126 0.08
H -3.262 -6.056 -1.801 0.09
H -5.255 -5.035 -0.384 0.09
H -4.999 -4.362 -2.005 0.09
C 2.944 0.427 -3.525 -0.17
C 3.537 0.103 -2.162 -0.35
Ge 2.462 0.402 -0.538 0.82
C 3.756 0.033 0.922 -0.34
C 3.224 0.198 2.342 -0.15
C 2.413 2.308 -0.197 -0.22
C 1.678 2.956 0.704 -0.33
Ge -0.170 2.588 1.163 1.13
C -0.574 2.186 3.015 -0.32
C 0.600 2.180 3.993 -0.12
C -1.256 3.701 0.011 -0.29
C -0.604 4.990 -0.494 -0.12
C 2.151 4.202 1.387 -0.24
C 1.278 4.985 2.140 -0.10
C 1.704 6.128 2.799 -0.05
C 3.033 6.509 2.719 -0.06
C 3.924 5.731 1.993 -0.05
C 3.492 4.588 1.344 -0.02
H 3.703 0.349 -4.303 0.08
H 2.542 1.440 -3.560 0.06
H 2.126 -0.245 -3.791 0.03
H 4.409 0.739 -1.976 0.08
H 3.912 -0.924 -2.130 0.06
H 4.533 0.782 0.743 0.08
H 4.240 -0.934 0.770 0.05
H 2.803 1.201 2.480 0.05
H 4.007 0.075 3.090 0.09
H 2.432 -0.519 2.585 0.04
H 3.352 2.778 -0.497 0.07
H -1.060 1.211 3.024 0.03
H -1.350 2.904 3.297 0.08
H 1.273 1.337 3.804 0.05
H 0.222 2.077 5.010 0.09
H 1.195 3.090 3.954 0.07
H -2.202 3.900 0.510 0.07
H -1.472 3.073 -0.853 0.05
H -0.519 5.747 0.281 0.07
H -1.233 5.400 -1.283 0.09
H 0.386 4.820 -0.916 0.08
H 0.223 4.732 2.234 0.09
H 0.999 6.717 3.369 0.12
H 3.374 7.399 3.229 0.11
H 4.967 6.010 1.943 0.11
H 4.216 3.986 0.815 0.11
F -0.905 -5.573 4.740 0.17
C -0.648 -4.284 4.969 -0.59
F 0.484 -4.202 5.679 0.17
F -1.639 -3.781 5.711 0.17
C -0.504 -3.505 3.676 -0.06
C -0.379 -2.127 3.726 0.06
C -0.229 -1.435 2.538 -0.09
N -0.180 -2.040 1.343 -0.02
C -0.303 -3.373 1.310 -0.11
C -0.476 -4.140 2.446 0.06
H -0.401 -1.593 4.666 0.14
H -0.143 -0.356 2.531 0.08
H -0.268 -3.840 0.333 0.08
H -0.574 -5.214 2.367 0.14

=====

Entry 4:
111
Properties=species:S:1:pos:R:3:lowdin_charge:R:1 method="wB97M-V/def2-TZVPD" e_above_lowest_kcal_mol=58.0 gap_ev=7.30 mol_weight_g_mol=1133.31 homo_ev=-7.7
In -0.165 0.242 0.931 0.55
N 1.865 -1.453 4.168 0.09
C 1.845 -0.901 2.936 -0.86
S 1.446 0.807 2.849 0.66
N 2.173 -1.665 1.931 0.00
N 2.060 -1.024 0.735 -0.05
C 2.863 -1.343 -0.207 -0.18
C 3.919 -2.378 -0.048 -0.19
C 3.562 -3.695 0.222 -0.03
C 4.540 -4.662 0.388 -0.07
C 5.882 -4.318 0.300 -0.09
C 6.244 -3.005 0.041 -0.08
C 5.265 -2.039 -0.137 -0.04
C 2.745 -0.598 -1.484 -0.22
C 3.515 -0.946 -2.590 0.00
C 3.455 -0.158 -3.727 -0.05
C 2.630 0.950 -3.725 -0.06
C 1.866 1.191 -2.591 -0.17
N 1.906 0.441 -1.499 0.11
H 1.462 -0.938 4.928 0.08
H 1.962 -2.452 4.237 0.10
H 2.515 -3.952 0.313 0.09
H 4.254 -5.684 0.597 0.10
H 6.645 -5.073 0.437 0.10
H 7.288 -2.731 -0.020 0.10
H 5.546 -1.012 -0.338 0.12
H 4.154 -1.815 -2.548 0.11
H 4.049 -0.407 -4.596 0.11
H 2.553 1.602 -4.582 0.11
H 1.180 2.025 -2.561 0.10
O -5.474 -0.968 -5.180 -0.04
C -4.293 -1.749 -5.219 -0.21
C -3.410 -1.425 -4.005 -0.57
C -3.959 -2.051 -2.714 -0.25
O -5.259 -1.662 -2.342 -0.03
C -3.279 0.097 -3.913 -0.47
Se -2.034 0.591 -2.492 0.67
C -2.025 -2.038 -4.246 -0.45
Se -0.593 -1.084 -3.279 0.67
H -6.184 -1.446 -5.615 0.10
H -3.732 -1.520 -6.134 0.12
H -4.521 -2.820 -5.219 0.14
H -3.247 -1.853 -1.905 0.06
H -4.007 -3.134 -2.854 0.14
H -5.283 -0.706 -2.221 0.09
H -4.234 0.573 -3.688 0.07
H -2.911 0.507 -4.855 0.08
H -1.756 -1.986 -5.301 0.06
H -1.995 -3.081 -3.928 0.07
C 0.678 8.807 -0.702 -0.04
C 0.657 7.326 -0.458 -0.25
C 1.526 6.742 0.454 0.00
C 1.490 5.383 0.721 -0.19
C 2.464 4.824 1.729 -0.04
C 0.557 4.577 0.034 -0.09
C 0.525 3.170 0.394 -0.17
O -0.103 2.284 -0.182 -0.11
C -0.334 5.153 -0.899 -0.16
C -1.389 4.369 -1.622 -0.03
C -0.258 6.518 -1.123 0.00
H 1.585 9.262 -0.309 0.08
H -0.175 9.280 -0.212 0.09
H 0.608 9.030 -1.766 0.08
H 2.245 7.362 0.974 0.12
H 3.141 5.609 2.059 0.08
H 3.064 4.015 1.314 0.09
H 1.956 4.433 2.612 0.09
H 1.119 2.897 1.273 0.06
H -2.054 3.866 -0.922 0.06
H -0.961 3.588 -2.246 0.05
H -1.975 5.033 -2.255 0.08
H -0.942 6.968 -1.833 0.12
C -0.621 -6.993 1.053 -0.11
C -0.215 -5.556 0.748 -0.29
C -1.136 -4.897 -0.272 -0.29
C -0.766 -3.441 -0.578 -0.36
Ge -1.232 -2.156 0.850 0.84
C -3.187 -1.831 0.891 -0.33
C -4.195 -2.933 1.233 -0.27
C -4.345 -3.247 2.721 -0.26
C -3.190 -4.028 3.338 -0.11
H 0.039 -7.447 1.792 0.07
H -0.589 -7.608 0.152 0.07
H -1.639 -7.034 1.444 0.07
H 0.810 -5.536 0.365 0.09
H -0.212 -4.971 1.670 0.08
H -2.166 -4.964 0.085 0.08
H -1.099 -5.481 -1.200 0.11
H -1.257 -3.099 -1.491 -0.01
H 0.309 -3.368 -0.769 0.05
H -0.685 -2.752 2.162 -0.04
H -3.399 -1.462 -0.118 0.02
H -3.358 -0.976 1.549 0.05
H -3.967 -3.854 0.691 0.09
H -5.172 -2.606 0.864 0.11
H -5.269 -3.817 2.854 0.10
H -4.481 -2.309 3.269 0.10
H -2.927 -4.889 2.719 0.06
H -3.458 -4.398 4.327 0.07
H -2.300 -3.410 3.446 0.03
F -2.543 3.117 0.720 0.03
C -2.662 2.421 1.881 -0.22
C -1.857 1.333 2.137 -0.09
C -2.119 0.709 3.341 -0.28
F -1.431 -0.416 3.678 0.01
C -3.075 1.124 4.252 -0.15
F -3.275 0.474 5.408 0.11
C -3.845 2.235 3.949 -0.14
F -4.779 2.667 4.805 0.12
C -3.640 2.888 2.748 -0.14
F -4.389 3.959 2.440 0.10